(1)
{"formula": "C35H42PtS4Sb2", "method": "wB97M-V/def2-TZVPD", "charge": 4, "relative_energy_kcal_mol": 0.00, "elements": ["H", "H", "H", "S", "C", "C", "C", "H", "H", "H", "H", "H", "Sb", "C", "C", "C", "C", "H", "H", "H", "H", "C", "C", "H", "S", "S", "C", "H", "H", "C", "C", "H", "C", "H", "C", "H", "C", "C", "H", "C", "C", "H", "C", "C", "H", "C", "C", "H", "H", "H", "H", "H", "H", "H", "H", "H", "H", "C", "C", "H", "C", "C", "Pt", "C", "C", "H", "C", "H", "C", "H", "C", "S", "H", "C", "H", "C", "H", "H", "H", "C", "Sb", "H", "H", "C"], "coordinates": [[4.936886, -0.695765, -1.546685], [2.971721, -3.196806, -2.554679], [-4.012274, 1.896960, 1.506764], [0.272162, 1.133669, -3.086908], [3.458714, -1.862247, 2.342751], [-0.996469, -1.744356, 3.530603], [-0.784285, -4.208678, 2.233156], [-1.207194, -2.091783, -3.995078], [1.674400, 2.585108, -4.352625], [-1.664814, 1.490092, 3.058127], [-5.976936, -1.797005, 2.344870], [2.832846, -2.716112, 2.118684], [-1.553553, 1.334082, -0.054087], [-0.854887, 2.172341, 2.791619], [-0.186719, -1.893029, 2.408427], [-0.977725, -1.186393, -3.429867], [5.567230, -0.987741, 3.108764], [-0.254634, 3.403655, 1.089045], [0.929138, -0.768253, -4.447957], [-1.349660, 4.112995, -1.507361], [-5.889183, 0.669609, 2.483000], [2.966959, -0.559637, 2.257729], [5.071035, 0.309712, 3.030077], [-5.117417, 1.777133, -3.730894], [2.681911, -1.328851, -1.101800], [-0.446496, -1.760646, -1.768482], [1.841134, 1.934055, -3.491528], [6.578509, -1.156110, 3.454959], [-0.485412, 0.080953, -5.084604], [-3.922906, 3.558282, -3.637680], [-1.097883, 2.795905, 1.422344], [-4.155725, -3.045856, 1.237632], [3.767891, 0.530884, 2.608072], [-1.081384, -0.797419, 4.051182], [-2.989940, 0.097910, 0.834056], [-1.921139, -0.666900, -3.247879], [-0.004709, -0.285752, -4.175331], [-0.072663, -3.118628, 1.756498], [3.840807, -0.014273, -2.753553], [-5.088956, 0.122610, 2.002632], [-2.151436, 3.580700, -2.009860], [2.606769, 1.208312, -3.747788], [-4.018417, 0.812825, 1.453015], [-4.276748, 2.269014, -3.259624], [-0.881381, 2.973552, 3.535378], [2.239846, -2.387823, -2.498100], [-3.571628, 1.622096, -2.252079], [3.137511, 3.298512, -2.398237], [-2.322413, -2.746677, 4.882564], [-2.138870, -4.924442, 3.733058], [1.302002, 2.200661, 2.646432], [-0.691586, -5.173048, 1.751100], [4.197831, 0.810087, 0.203361], [5.691530, 1.146827, 3.322060], [2.273443, -1.825918, -3.427029], [0.484565, -3.560709, -3.013642], [-2.621577, 5.231832, -3.292959], [0.504766, 1.504347, 2.914931], [-2.868760, 4.216734, -3.011593], [3.392970, 1.548308, 2.585413], [-1.596095, -4.068107, 3.354778], [-2.510082, 2.285951, -1.638167], [0.726646, 0.114784, -0.907874], [-4.111067, -1.966633, 1.301045], [-1.700624, -2.844766, 4.002660], [0.702422, 1.180754, 3.940744], [-5.135027, -1.263854, 1.923342], [-3.888255, 0.638240, -1.920367], [3.973175, -0.202743, -1.691943], [4.616088, 1.809995, -1.186196], [4.763358, -2.069489, 2.770266], [2.296295, 1.886880, -0.679955], [-2.235764, -1.855717, 0.289722], [0.873568, -2.968253, -2.183071], [1.423125, 3.554172, -2.111279], [2.180782, 2.786386, -2.279076], [5.145613, -3.077805, 2.859009], [-4.484847, 4.063344, -4.412225], [0.593436, -3.241664, 0.907882], [3.926218, 1.043891, -0.826564], [0.945852, -0.260267, 1.799715], [0.916310, -3.627210, -1.315214], [-1.977421, 3.443195, 1.429087], [-3.030518, -1.290015, 0.753280]], "forces_ev_per_a": [[0.0, 0.0, 0.0], [0.0, 0.0, 0.0], [0.0, 0.0, 0.0], [-0.1, -0.1, 0.0], [0.1, 0.0, 0.0], [0.0, 0.0, 0.0], [0.0, 0.0, 0.0], [0.0, 0.0, 0.0], [0.0, 0.0, 0.0], [0.0, 0.0, 0.0], [0.0, 0.0, 0.0], [0.0, 0.0, 0.0], [0.0, 0.0, 0.0], [0.0, 0.1, 0.0], [0.0, 0.1, 0.1], [0.0, 0.0, 0.0], [0.0, 0.0, 0.0], [0.0, 0.0, 0.0], [0.0, 0.0, 0.0], [0.0, 0.0, 0.0], [0.0, 0.0, 0.0], [0.0, 0.0, 0.0], [0.0, 0.0, 0.0], [0.0, 0.0, 0.0], [0.0, 0.0, 0.0], [-0.1, 0.0, 0.0], [0.0, 0.0, 0.0], [0.0, 0.0, 0.0], [0.0, 0.0, 0.0], [0.0, 0.0, 0.0], [0.0, 0.0, 0.0], [0.0, 0.0, 0.0], [0.0, 0.0, 0.0], [0.0, 0.0, 0.0], [0.0, 0.0, 0.0], [0.0, 0.0, 0.0], [0.0, 0.0, 0.0], [0.0, 0.0, 0.0], [0.0, 0.0, 0.0], [0.0, 0.0, 0.0], [0.0, 0.0, 0.0], [0.0, 0.0, 0.0], [0.0, 0.0, 0.0], [0.0, 0.0, 0.0], [0.0, 0.0, 0.0], [0.0, 0.0, 0.0], [0.0, 0.0, 0.0], [0.0, 0.0, 0.0], [0.0, 0.0, 0.0], [0.0, 0.0, 0.0], [0.0, 0.0, 0.0], [0.0, 0.0, 0.0], [0.0, 0.0, 0.0], [0.0, 0.0, 0.0], [0.0, 0.0, 0.0], [0.0, 0.0, 0.0], [0.0, 0.0, 0.0], [0.0, 0.0, 0.1], [0.0, 0.0, 0.0], [0.0, 0.0, 0.0], [0.0, 0.0, 0.0], [0.0, 0.0, 0.0], [0.2, 0.2, 0.0], [0.0, 0.0, 0.0], [0.0, 0.0, 0.0], [0.0, 0.0, 0.0], [0.0, 0.0, 0.0], [0.0, 0.0, 0.0], [0.0, 0.0, 0.0], [0.0, 0.0, 0.0], [0.0, 0.0, 0.0], [0.0, -0.1, 0.0], [0.0, 0.0, 0.0], [0.0, 0.0, 0.0], [0.0, 0.0, 0.0], [0.0, 0.0, 0.0], [0.0, 0.0, 0.0], [0.0, 0.0, 0.0], [0.0, 0.0, 0.0], [0.0, 0.0, 0.0], [0.0, -0.1, -0.1], [0.0, 0.0, 0.0], [0.0, 0.0, 0.0], [0.0, 0.0, 0.0]]}

(2)
{"formula": "C33H54As3Br3NORuS", "method": "wB97M-V/def2-TZVPD", "s_squared": 0.7583, "charge": 2, "spin_multiplicity": 2, "relative_energy_kcal_mol": 12.72, "elements": ["As", "C", "H", "H", "As", "H", "H", "C", "H", "H", "H", "H", "H", "C", "Br", "Ru", "H", "H", "H", "H", "H", "H", "H", "H", "H", "H", "H", "C", "C", "H", "C", "H", "C", "H", "H", "C", "C", "H", "C", "H", "H", "H", "H", "H", "H", "C", "C", "H", "C", "H", "H", "C", "O", "H", "C", "H", "N", "S", "C", "C", "C", "C", "C", "H", "H", "Br", "C", "H", "H", "C", "C", "H", "C", "H", "H", "C", "Br", "C", "H", "H", "C", "C", "C", "C", "H", "H", "C", "C", "H", "H", "H", "H", "C", "H", "H", "H", "As"], "coordinates": [[-0.705004, -0.313713, 2.000476], [0.891233, -1.368908, -2.210078], [6.222339, 2.382364, 2.576602], [0.321398, -0.671492, -2.822531], [-0.060807, -5.654519, 1.019780], [3.045287, -2.842393, -1.764487], [6.268847, 0.850544, 0.010648], [1.181544, -0.109890, 2.408209], [-1.310540, -4.791549, 2.956724], [5.208597, 0.964691, 2.284617], [-2.426944, -5.189250, 1.686528], [1.153148, -5.241615, -1.120791], [-2.228888, -0.098443, -2.918613], [1.500188, -4.945992, 1.979907], [-0.296064, 2.935642, 1.089886], [-1.711090, 0.823030, 0.001450], [-5.556355, -0.467372, 0.252896], [-3.119554, 4.643711, -5.220567], [-0.958903, 1.121361, 4.031245], [-5.822535, 3.070857, 0.933357], [-0.188717, -2.531370, 2.940937], [-4.554123, 3.767519, -0.149611], [-1.316164, -0.570700, 4.436670], [3.019149, -1.349358, -3.828712], [4.483996, 2.472995, 2.865069], [6.031964, 2.159885, -1.163820], [2.361676, -5.549152, 1.695685], [2.280070, -0.819066, -1.862952], [0.279420, -4.750129, -0.691383], [0.504097, -3.688964, -0.598082], [3.046355, -1.943240, -1.146286], [2.580504, 3.513247, 1.425913], [6.175652, 1.931736, -0.105866], [1.020023, -2.294379, -2.773998], [-2.247018, 4.061506, -0.353490], [-4.872667, -1.111119, 0.799578], [-2.926137, -2.795191, 2.794909], [1.721829, -3.902430, 1.757803], [2.987258, -0.471876, -3.180754], [2.576153, -2.191623, -0.189529], [-4.765482, -0.751451, 1.816178], [1.385865, -0.805363, 3.222428], [-4.572893, -2.471132, -1.760628], [-3.208568, -1.740547, 2.795024], [4.012976, -0.142285, -3.015875], [3.678307, 2.030517, 0.291964], [-2.735789, 3.252263, -3.614015], [-3.829456, -3.389642, 2.649078], [-2.901182, 5.601085, -3.313085], [0.309574, -1.600872, -1.313523], [-3.241761, -3.601984, 0.135360], [-1.471537, 0.218313, 3.702510], [-0.100343, 0.852328, -0.991640], [-4.390924, -0.815274, -2.372207], [-0.628174, -2.268786, 1.974819], [-2.539298, -3.024793, 3.788773], [-2.343243, 1.715884, -1.893441], [-2.695715, 1.733318, -4.438045], [2.277215, 0.422448, -0.959259], [-2.419588, -2.902541, 0.315719], [1.140459, 1.103004, -0.517341], [-2.506758, 3.061185, -2.247925], [5.249569, 2.053253, 2.208631], [7.125458, 2.368109, 0.202267], [-2.608635, 6.296666, -1.301360], [-3.660135, 1.956203, 1.318720], [-1.870058, -3.116551, 1.732697], [-3.067939, -2.005158, -2.562241], [-2.537389, 0.422855, 3.623421], [-3.869690, -1.652751, -1.915717], [5.130017, 4.042187, 0.687658], [4.397623, 0.414473, -0.880301], [1.307927, 2.184251, 0.349135], [4.915567, 4.405219, -0.318892], [2.457916, 0.324162, -3.707324], [-1.520951, -4.613760, 1.896746], [-5.709500, 1.868773, -1.240921], [3.511056, 0.921544, -0.529209], [1.799878, -0.357966, 1.549247], [0.129918, -2.485691, 1.217305], [2.524902, 2.670172, 0.751273], [-2.398988, 0.963774, -2.952758], [-2.655038, 5.427950, -1.944403], [-2.940705, 4.517947, -4.161524], [4.442977, 4.526069, 1.382896], [-3.052158, 6.596256, -3.707532], [5.051447, 2.511295, 0.755557], [-2.458138, 4.174972, -1.405196], [4.085259, -1.681733, -0.950019], [-0.550425, -4.900970, -1.381937], [1.351716, -5.067615, 3.052834], [6.135167, 4.367508, 0.956102], [-5.029954, 2.870062, 0.222576], [1.401976, 0.902339, 2.735636], [-1.652722, -3.105414, -0.433352], [-5.258769, -2.130091, 0.810288], [-3.190083, -1.179370, -0.162515]], "forces_ev_per_a": [[0.0, -0.2, -0.1], [0.0, 0.0, 0.0], [0.0, 0.0, 0.0], [0.0, 0.0, 0.0], [0.0, 0.0, 0.0], [0.0, 0.0, 0.0], [0.0, 0.0, 0.0], [0.0, 0.1, 0.1], [0.0, 0.0, 0.0], [0.0, 0.0, 0.0], [0.0, 0.0, 0.0], [0.0, 0.0, 0.0], [0.0, 0.0, 0.0], [0.0, 0.0, 0.0], [0.1, -0.2, -0.3], [0.1, 1.0, 0.7], [0.0, 0.0, 0.0], [0.0, 0.0, 0.0], [0.0, 0.0, 0.0], [0.0, 0.0, 0.0], [0.0, 0.0, 0.0], [0.0, 0.0, 0.0], [0.0, 0.0, 0.0], [0.0, 0.0, 0.0], [0.0, 0.0, 0.0], [0.0, 0.0, 0.0], [0.0, 0.0, 0.0], [0.0, 0.0, 0.0], [0.0, 0.0, 0.0], [0.0, 0.0, 0.0], [0.0, 0.0, 0.0], [0.0, 0.0, 0.0], [0.0, 0.0, 0.0], [0.0, 0.0, 0.0], [0.0, 0.0, 0.0], [0.0, 0.0, 0.0], [0.0, 0.0, 0.0], [0.0, 0.0, 0.0], [0.0, 0.0, 0.0], [0.0, 0.0, 0.0], [0.0, 0.0, 0.0], [0.0, 0.0, 0.0], [0.0, 0.0, 0.0], [0.0, 0.0, 0.0], [0.0, 0.0, 0.0], [0.0, 0.0, 0.0], [0.0, 0.0, 0.0], [0.0, 0.0, 0.0], [0.0, 0.0, 0.0], [0.0, 0.0, 0.0], [0.0, 0.0, 0.0], [-0.1, -0.1, 0.0], [-0.2, -0.8, -0.3], [0.0, 0.0, 0.0], [0.1, 0.0, 0.0], [0.0, 0.0, 0.0], [0.0, 0.1, 0.1], [0.0, 0.0, 0.0], [0.0, 0.0, 0.0], [0.0, 0.0, 0.1], [0.0, 0.2, 0.0], [-0.1, 0.0, 0.0], [0.0, 0.0, 0.0], [0.0, 0.0, 0.0], [0.0, 0.0, 0.0], [-0.1, 0.0, 0.0], [0.0, 0.0, 0.0], [0.0, 0.0, 0.0], [0.0, 0.0, 0.0], [0.0, -0.1, 0.0], [0.0, 0.0, 0.0], [0.0, 0.0, 0.0], [0.1, 0.0, 0.0], [0.0, 0.0, 0.0], [0.0, 0.0, 0.0], [0.0, 0.0, 0.0], [0.0, 0.0, 0.0], [0.0, 0.0, 0.0], [0.0, 0.0, 0.0], [0.0, 0.0, 0.0], [0.0, -0.1, 0.1], [0.1, 0.0, 0.0], [0.0, 0.0, 0.0], [0.0, 0.0, 0.0], [0.0, 0.0, 0.0], [0.0, 0.0, 0.0], [0.0, 0.0, 0.0], [0.0, 0.0, 0.0], [0.0, 0.0, 0.0], [0.0, 0.0, 0.0], [0.0, 0.0, 0.0], [0.0, 0.0, 0.0], [0.0, 0.0, 0.0], [0.0, 0.0, 0.0], [0.0, 0.0, 0.0], [0.0, 0.0, 0.0], [0.2, -0.1, -0.3]]}

Q: Which molecular weight values were calculated for the entries above? A: 1029.6; 1078.4, in g/mol.